Here is a structure of composition H3O5PSSr at a distorted geometry from OMol25. Energies are from ωB97M-V/def2-TZVPD.

Cartesian coordinates (Å):
O 1.56 1.98 0.66
S 1.19 0.48 0.39
O 2.44 -0.29 -0.49
O -0.24 0.56 -0.60
P -1.49 -0.03 0.52
O -0.84 -1.60 1.03
O -3.00 -0.25 -0.34
H 2.75 -1.08 0.06
H -0.63 -2.14 0.18
H -3.62 0.49 -0.02
Sr 1.88 1.88 -1.40

Calculated values
HOMO-LUMO gap = 7.26 eV
relative energy (zero: lowest compared OMol25 entry of this formula, charge and spin) = 36.20 kcal per mole
charge = +2

=====

Here is the ion H3O6 with charge +1 at a distorted geometry from OMol25. Energies are from ωB97M-V/def2-TZVPD.

Cartesian coordinates (Å):
O 2.35 -0.05 0.03
O -0.80 1.15 0.04
O -1.79 -0.72 -0.41
O 1.27 -0.49 -0.48
O 0.22 -0.67 0.78
O -0.97 -0.13 0.57
H 3.03 -0.77 0.12
H -1.51 1.73 0.60
H -1.82 -0.06 -1.25

Calculated values
HOMO-LUMO gap (alpha / beta) = 10.47 / 10.47 eV
relative energy (zero: lowest compared OMol25 entry of this formula, charge and spin) = 41.70 kcal per mole
charge = +1

=====

Here is a cluster of 2 separate species, H3OP in total at a distorted geometry from OMol25. Energies are from ωB97M-V/def2-TZVPD.

Cartesian coordinates (Å):
O -0.92 -0.37 0.24
P 0.40 0.59 0.25
H -0.62 -1.45 0.97
H 1.22 -0.14 -0.64
H -0.08 1.37 -0.82

Calculated values
HOMO-LUMO gap = 8.89 eV
relative energy (zero: lowest compared OMol25 entry of this formula, charge and spin) = 37.63 kcal per mole
charge = 0

=====

Here is a structure of composition H3OPS at a distorted geometry from OMol25. Energies are from ωB97M-V/def2-TZVPD.

Cartesian coordinates (Å):
O 0.58 0.35 1.07
P -1.50 -0.27 0.41
S 1.70 0.64 0.05
H -1.10 -1.05 -0.69
H -1.69 0.92 -0.49
H 2.00 -0.58 -0.35

Calculated values
HOMO-LUMO gap (alpha / beta) = 6.88 / 6.77 eV
relative energy (zero: lowest compared OMol25 entry of this formula, charge and spin) = 76.33 kcal per mole
charge = 0

=====

Here is a structure of composition H3OPS at a distorted geometry from OMol25. Energies are from ωB97M-V/def2-TZVPD.

Cartesian coordinates (Å):
O -1.28 -1.00 -0.06
P -0.79 0.52 0.02
S 1.91 -0.21 -0.09
H -0.80 -1.41 0.66
H -0.84 0.71 -1.31
H 2.64 0.60 0.67

Calculated values
HOMO-LUMO gap = 7.87 eV
relative energy (zero: lowest compared OMol25 entry of this formula, charge and spin) = 35.01 kcal per mole
charge = 0

=====

Here is a cluster of 2 separate species, H3OPS in total at a distorted geometry from OMol25. Energies are from ωB97M-V/def2-TZVPD.

Cartesian coordinates (Å):
P -2.01 0.87 -0.64
S -3.43 -0.04 0.32
H -1.86 2.15 0.20
O 1.10 -1.34 -0.38
H 0.20 -1.52 -0.08
H 1.15 -0.54 -0.93

Calculated values
HOMO-LUMO gap = 7.36 eV
relative energy (zero: lowest compared OMol25 entry of this formula, charge and spin) = 28.37 kcal per mole
charge = 0

=====

Here is an isolated molecule of H3OPS2 at a distorted geometry from OMol25. Energies are from ωB97M-V/def2-TZVPD.

Cartesian coordinates (Å):
O -0.93 -1.14 1.04
S 0.29 -0.66 0.28
P -0.52 0.77 -1.10
S 1.92 -0.30 1.16
H 0.58 -1.71 -0.45
H 0.23 1.83 -0.42
H -1.57 1.20 -0.51

Calculated values
HOMO-LUMO gap = 9.24 eV
relative energy (zero: lowest compared OMol25 entry of this formula, charge and spin) = 95.80 kcal per mole
charge = 0

=====

Here is a cluster of 2 separate species, H3PS2 in total at a distorted geometry from OMol25. Energies are from ωB97M-V/def2-TZVPD.

Cartesian coordinates (Å):
P -0.60 -1.31 -0.47
S 0.55 1.38 1.32
S -1.03 0.08 1.16
H 0.62 -1.76 -0.13
H -0.16 -0.02 -1.09
H 0.62 1.63 -0.79

Calculated values
HOMO-LUMO gap (alpha / beta) = 7.24 / 7.25 eV
relative energy (zero: lowest compared OMol25 entry of this formula, charge and spin) = 77.13 kcal per mole
charge = 0

=====

Results for electronic energy: -31226.48223; -12310.27577; -11382.64491; -22217.02754; -22218.81932; -22219.10720; -33052.56531; -31004.73141 (in eV, following the order of the records).